1.
Computed, not measured: 11 unconnected molecules or ions with the total composition C40H62Br4O27, with ωB97M-V/def2-TZVPD.

Results
net charge	0
HOMO energy	-10.15	eV
ΔE to the lowest compared entry with this formula, charge and spin	6.605	eV
energy	-13888.8008	a.u.
structure (SMILES)	C[C@H]1COC(=O)O1.C[C@H]1COC(=O)O1.C[C@H]1COC(=O)O1.C[C@H]1COC(=O)O1.C[C@H]1COC(=O)O1.C[C@H]1COC(=O)O1.C[C@H]1COC(=O)O1.C[C@H]1COC(=O)O1.C[C@H]1COC(=O)O1.BrCCBr.BrCCBr

Atoms and positions in Å:
C (30.322, 2.759, -11.838)
C (31.547, 3.599, -11.589)
C (31.387, 4.898, -10.780)
O (32.474, 4.865, -9.876)
C (33.192, 3.695, -10.050)
O (34.281, 3.541, -9.613)
O (32.548, 2.851, -10.880)
H (30.586, 1.740, -12.119)
H (29.814, 3.261, -12.661)
H (29.725, 2.767, -10.926)
H (32.063, 3.572, -12.549)
H (30.460, 4.805, -10.213)
H (31.366, 5.790, -11.405)
C (38.381, -5.975, -6.495)
C (39.013, -7.389, -6.495)
C (40.270, -7.407, -7.473)
O (41.297, -7.133, -6.558)
C (40.893, -7.406, -5.309)
O (41.600, -7.465, -4.326)
O (39.534, -7.513, -5.278)
H (39.051, -5.116, -6.529)
H (37.603, -5.986, -5.732)
H (37.875, -5.756, -7.435)
H (38.281, -8.096, -6.887)
H (40.200, -6.564, -8.161)
H (40.242, -8.404, -7.912)
C (32.853, -2.833, -12.478)
C (33.590, -4.168, -12.291)
C (34.630, -4.316, -11.175)
O (34.253, -5.425, -10.522)
C (33.009, -5.826, -10.881)
O (32.399, -6.718, -10.271)
O (32.608, -5.140, -11.984)
H (32.037, -2.595, -11.797)
H (32.436, -2.826, -13.485)
H (33.639, -2.081, -12.405)
H (33.964, -4.488, -13.263)
H (34.681, -3.387, -10.607)
H (35.680, -4.274, -11.467)
C (41.350, 0.641, -3.482)
C (42.795, 0.025, -3.964)
C (43.242, -1.110, -3.136)
O (44.033, -1.761, -4.021)
C (43.656, -1.491, -5.307)
O (44.203, -1.949, -6.297)
O (42.632, -0.527, -5.292)
H (40.887, 1.126, -4.341)
H (41.540, 1.421, -2.744)
H (40.691, -0.182, -3.206)
H (43.606, 0.750, -4.030)
H (42.333, -1.605, -2.794)
H (43.790, -0.615, -2.334)
C (38.941, -3.558, -17.360)
C (39.945, -3.849, -16.261)
C (39.472, -3.053, -15.007)
O (39.781, -3.942, -13.965)
C (40.110, -5.195, -14.339)
O (40.176, -6.193, -13.607)
O (39.823, -5.221, -15.703)
H (38.652, -4.464, -17.892)
H (39.234, -2.772, -18.057)
H (37.960, -3.320, -16.949)
H (40.948, -3.604, -16.613)
H (38.436, -2.715, -15.026)
H (40.114, -2.203, -14.777)
C (37.373, 9.180, -6.165)
C (37.221, 7.577, -6.257)
C (38.383, 6.652, -6.232)
O (38.329, 5.933, -4.995)
C (37.221, 6.048, -4.535)
O (36.804, 5.383, -3.642)
O (36.607, 7.145, -5.097)
H (36.368, 9.563, -6.344)
H (38.012, 9.526, -6.978)
H (37.675, 9.619, -5.214)
H (36.707, 7.357, -7.192)
H (39.275, 7.277, -6.256)
H (38.358, 6.037, -7.132)
C (47.460, -0.996, -11.705)
C (45.937, -0.988, -12.078)
C (45.232, 0.340, -12.290)
O (44.578, 0.088, -13.506)
C (45.072, -1.002, -14.144)
O (44.861, -1.321, -15.280)
O (45.823, -1.655, -13.279)
H (47.731, -0.440, -10.808)
H (48.123, -0.649, -12.497)
H (47.754, -1.996, -11.386)
H (45.293, -1.565, -11.415)
H (45.918, 1.154, -12.524)
H (44.529, 0.646, -11.516)
C (47.873, 5.010, -5.585)
C (46.533, 4.264, -5.683)
C (45.303, 5.088, -5.059)
O (44.228, 4.867, -6.049)
C (44.779, 4.386, -7.203)
O (44.128, 4.305, -8.202)
O (46.083, 4.207, -7.069)
H (47.927, 5.969, -6.099)
H (48.646, 4.321, -5.926)
H (48.173, 5.227, -4.560)
H (46.601, 3.243, -5.308)
H (45.536, 6.152, -5.011)
H (45.205, 4.979, -3.979)
C (35.230, 10.532, -14.862)
C (35.636, 9.215, -15.508)
C (35.936, 8.141, -14.438)
O (34.867, 7.236, -14.575)
C (34.150, 7.482, -15.682)
O (33.360, 6.741, -16.239)
O (34.503, 8.731, -16.068)
H (35.132, 11.237, -15.687)
H (35.973, 10.915, -14.162)
H (34.246, 10.434, -14.405)
H (36.486, 9.250, -16.189)
H (35.831, 8.623, -13.466)
H (36.822, 7.512, -14.533)
Br (32.051, 0.410, -2.034)
C (33.857, 0.085, -2.805)
C (33.796, 0.457, -4.318)
Br (35.374, -0.399, -5.201)
H (33.945, -0.997, -2.700)
H (34.658, 0.653, -2.333)
H (34.005, 1.527, -4.308)
H (32.905, 0.310, -4.929)
Br (38.723, 3.251, -11.280)
C (39.560, 1.481, -11.009)
C (38.937, 0.756, -9.854)
Br (39.652, -1.160, -9.791)
H (40.618, 1.680, -10.839)
H (39.415, 0.857, -11.892)
H (37.895, 0.522, -10.069)
H (39.083, 1.199, -8.869)

---

2.
Computed, not measured: 2 unconnected molecules or ions with the total composition C5H10, with ωB97M-V/def2-TZVPD.

Results
net charge	0
HOMO energy	-9.67	eV
ΔE to the lowest compared entry with this formula, charge and spin	1.781	eV
energy	-196.4429	a.u.
structure (SMILES)	C=CC.C=C

Atoms and positions in Å:
C (1.086, 0.471, 1.404)
C (0.733, 1.379, 0.497)
C (0.829, 1.209, -0.991)
H (1.473, -0.503, 1.112)
H (1.009, 0.669, 2.470)
H (0.363, 2.346, 0.839)
H (1.624, 1.854, -1.386)
H (-0.103, 1.505, -1.486)
H (1.045, 0.174, -1.273)
C (-0.917, -2.014, -0.155)
C (-1.726, -0.967, -0.260)
H (-1.060, -2.911, -0.752)
H (-0.079, -2.018, 0.538)
H (-1.568, -0.069, 0.333)
H (-2.570, -0.966, -0.946)

---

3.
Computed, not measured: 2 unconnected molecules or ions with the total composition C4H11N2O, with ωB97M-V/def2-TZVPD.

Results
net charge	+1
HOMO energy	-13.32	eV
ΔE to the lowest compared entry with this formula, charge and spin	1.172	eV
energy	-343.5211	a.u.

Atoms and positions in Å:
C (-2.324, -0.733, -0.394)
C (-0.812, -0.927, 0.238)
C (-2.519, 0.728, 0.131)
C (-0.245, 0.411, 0.037)
N (3.510, 0.318, -0.066)
N (-1.213, 1.285, 0.048)
O (0.942, 0.836, -0.043)
H (-2.106, -0.834, -1.458)
H (-2.909, -1.545, 0.090)
H (-0.883, -1.285, 1.172)
H (-0.299, -1.747, -0.321)
H (-3.353, 1.219, -0.537)
H (-2.899, 0.872, 1.215)
H (3.574, -0.660, -0.369)
H (4.000, 0.492, 0.825)
H (4.073, 0.857, -0.769)
H (-1.132, 2.306, -0.188)
H (2.536, 0.547, 0.072)

---

4.
Computed, not measured: a molecular structure, C27H32FN4O2Sn, with ωB97M-V/def2-TZVPD.

Results
net charge	+3
HOMO energy (alpha / beta)	-16.96 / -17.00	eV
ΔE to the lowest compared entry with this formula, charge and spin	1.305	eV
energy	-1730.7372	a.u.

Atoms and positions in Å:
Sn (-2.117, -0.846, -0.335)
C (0.139, -0.402, -2.920)
C (1.604, -0.051, -2.609)
C (2.533, -1.162, -3.131)
C (1.958, 0.289, -1.169)
C (2.800, 1.342, -0.932)
C (3.291, 1.615, 0.353)
C (2.932, 0.837, 1.454)
C (2.127, -0.265, 1.307)
C (1.553, -0.930, 2.546)
C (0.646, 0.071, 3.281)
C (2.642, -1.460, 3.488)
C (1.676, -0.587, -0.045)
N (0.981, -1.690, -0.349)
C (1.300, -2.920, 0.063)
C (2.628, -3.309, 0.421)
C (2.939, -4.633, 0.573)
C (1.949, -5.614, 0.400)
C (0.627, -5.275, 0.075)
C (0.336, -3.962, -0.089)
F (-0.920, -3.581, -0.367)
H (-0.015, -0.385, -4.000)
H (-0.549, 0.328, -2.489)
H (-0.107, -1.412, -2.581)
H (1.839, 0.848, -3.182)
H (2.314, -2.118, -2.648)
H (3.582, -0.915, -2.964)
H (2.387, -1.289, -4.206)
H (3.121, 1.962, -1.762)
H (3.947, 2.467, 0.497)
H (3.279, 1.125, 2.438)
H (0.929, -1.769, 2.249)
H (1.217, 0.920, 3.662)
H (0.170, -0.418, 4.133)
H (-0.136, 0.461, 2.625)
H (3.292, -0.655, 3.839)
H (3.265, -2.213, 3.004)
H (2.181, -1.915, 4.365)
H (3.396, -2.548, 0.473)
H (3.956, -4.929, 0.793)
H (2.211, -6.659, 0.506)
H (-0.136, -6.034, -0.046)
C (-6.210, 1.672, -0.764)
O (-6.226, 0.209, -0.882)
C (-5.134, -0.452, -0.746)
O (-4.008, 0.074, -0.496)
N (-5.269, -1.776, -0.888)
N (-4.129, -2.575, -0.783)
H (-7.242, 1.968, -0.891)
H (-5.590, 2.094, -1.546)
H (-5.846, 1.955, 0.217)
H (-6.173, -2.170, -1.106)
H (-4.037, -3.130, -1.628)
H (-4.257, -3.223, -0.012)
N (-1.370, 1.317, 0.066)
C (-1.116, 2.439, 0.118)
C (-0.811, 3.826, 0.187)
C (-0.159, 4.426, -0.901)
C (0.142, 5.769, -0.843)
C (-0.213, 6.513, 0.280)
C (-0.865, 5.915, 1.355)
C (-1.168, 4.570, 1.317)
H (0.077, 3.841, -1.783)
H (0.645, 6.247, -1.675)
H (0.011, 7.571, 0.312)
H (-1.143, 6.504, 2.220)
H (-1.678, 4.095, 2.147)

---

Number 4 is which compound?
C27H32FN4O2Sn

---

Look up the ΔE to the lowest compared entry with this formula, charge and spin of the fourth one.
1.305 eV